Run 1
Molecular formula: C25H32FGe2IrNOS
Method: DFT, wB97M-V/def2-TZVPD

Computed properties:
Net charge   +2
Orbital gap (spin up / spin down)   6.75 / 6.33 eV
2S+1   2

Last column: Löwdin charge in e.
Element x y z (Å)
Ir 1.36098 0.31465 0.31850  1.13
C 5.17939 -0.87211 -1.60686  -0.22
S 3.93066 -1.54249 -0.53362  0.94
C 3.67942 -3.12954 -1.29679  -0.22
O 2.64799 -0.75665 -0.94368  -0.70
H 4.79791 -0.85999 -2.62662  0.08
H 6.06613 -1.50193 -1.52664  0.08
H 5.41652 0.13197 -1.26225  0.06
H 4.53081 -3.76244 -1.04518  0.08
H 3.58112 -3.00880 -2.37412  0.08
H 2.77202 -3.54983 -0.86666  0.05
C 1.35729 -0.47105 4.76403  0.01
C 1.38239 -0.26622 3.32917  -0.11
N 1.40104 -0.09602 2.19710  0.02
H 1.17081 -1.52364 4.97568  0.11
H 0.55574 0.13619 5.18521  0.11
H 2.31414 -0.17211 5.19070  0.11
F 1.78889 6.20803 -0.46769  0.12
C 1.68946 4.91108 -0.20590  -0.26
C 2.80702 4.11314 -0.38317  0.02
C 2.69818 2.75929 -0.11363  -0.09
C 1.46796 2.23976 0.30200  -0.34
C 0.36248 3.06692 0.51516  -0.07
C 0.47236 4.41656 0.24046  0.03
H 3.73195 4.55841 -0.72238  0.14
H 3.56219 2.11827 -0.24426  0.10
H -0.57429 2.66216 0.87684  0.09
H -0.36177 5.09250 0.36948  0.14
C -3.19541 -2.85158 -0.67629  -0.22
Ge -1.24784 -2.81964 -0.69191  0.70
C -0.45289 -3.97732 0.66521  -0.24
C -0.45816 -3.11444 -2.44530  -0.23
Ge -0.96546 -0.45431 -0.18525  0.85
C -1.91476 0.07444 1.43080  -0.37
C -1.82614 -0.76244 2.54972  -0.16
C -2.50062 -0.46069 3.72154  -0.07
C -3.27655 0.69210 3.79453  -0.05
C -3.38151 1.52796 2.69254  -0.05
C -2.70356 1.22151 1.51941  -0.12
C -1.42979 0.71211 -1.66253  -0.37
C -2.78813 0.95851 -1.87996  -0.12
C -3.19530 1.75943 -2.93856  -0.05
C -2.25280 2.32621 -3.78443  -0.05
C -0.90062 2.08150 -3.58260  -0.06
C -0.49500 1.27472 -2.53108  -0.13
H -3.50569 -3.89529 -0.75465  0.04
H -3.60823 -2.30876 -1.52538  0.03
H -3.59935 -2.44462 0.24987  0.03
H -0.41068 -5.00275 0.29662  0.03
H -1.04850 -3.97925 1.57758  0.02
H 0.56413 -3.66603 0.90916  0.00
H -0.59660 -4.15158 -2.75212  0.04
H 0.61155 -2.90255 -2.43046  0.00
H -0.92903 -2.47313 -3.18974  0.03
H -1.24483 -1.67938 2.49665  0.08
H -2.44850 -1.13103 4.57061  0.11
H -3.81216 0.92731 4.70461  0.12
H -3.99977 2.41428 2.74340  0.12
H -2.81682 1.87365 0.66051  0.10
H -3.54089 0.52633 -1.22932  0.10
H -4.24919 1.94314 -3.10017  0.12
H -2.57164 2.95230 -4.60681  0.12
H -0.16674 2.51216 -4.25090  0.11
H 0.56871 1.08100 -2.41018  0.08

=====

Run 2
Molecular formula: C25H32FGe2IrNOS
Method: DFT, wB97M-V/def2-TZVPD

Computed properties:
Net charge   +2
Orbital gap (spin up / spin down)   6.58 / 6.43 eV
2S+1   2

Last column: Löwdin charge in e.
Element x y z (Å)
Ir -0.43982 -0.26183 -0.62516  1.00
C 3.97688 0.48708 -2.06349  -0.22
S 2.85470 0.08360 -0.73809  0.91
C 3.59129 -1.44867 -0.19324  -0.22
O 1.57163 -0.33611 -1.49331  -0.69
H 4.00481 -0.33962 -2.77112  0.08
H 4.96053 0.66855 -1.63087  0.08
H 3.61184 1.39219 -2.54352  0.07
H 4.57573 -1.21946 0.21547  0.08
H 3.66705 -2.13395 -1.03605  0.08
H 2.95639 -1.86354 0.58614  0.06
C 0.14037 3.99808 0.85408  0.02
C 0.02579 2.61965 0.42574  -0.12
N -0.08516 1.52528 0.11420  0.01
H 0.68604 4.03502 1.79689  0.11
H -0.86509 4.39669 0.99691  0.09
H 0.67230 4.57851 0.10135  0.11
F -0.50506 -5.85747 1.03126  0.11
C -0.36692 -4.55358 0.81060  -0.26
C -0.59923 -3.67881 1.86755  0.03
C -0.48151 -2.32570 1.65164  -0.08
C -0.12500 -1.88054 0.38083  -0.36
C 0.22608 -2.76061 -0.65932  -0.13
C 0.03974 -4.12910 -0.43222  0.02
H -0.89096 -4.07907 2.82955  0.14
H -0.69449 -1.62166 2.44389  0.12
H 0.68528 -2.43367 -1.58437  0.09
H 0.28809 -4.85801 -1.19225  0.14
C -2.19529 1.09784 -3.32896  -0.23
Ge -3.01897 -0.43339 -2.42946  0.78
C -4.96865 -0.41229 -2.32156  -0.20
C -2.26430 -2.11401 -3.06797  -0.23
Ge -2.69472 -0.06909 0.18855  0.91
C -3.20596 1.74407 0.72110  -0.35
C -3.01501 2.16594 2.04068  -0.13
C -3.33960 3.45836 2.42882  -0.07
C -3.85726 4.35454 1.50064  -0.06
C -4.03933 3.95416 0.18350  -0.06
C -3.71193 2.65971 -0.20076  -0.12
C -3.55673 -1.49094 1.17366  -0.36
C -3.89639 -1.33449 2.51918  -0.10
C -4.44338 -2.39110 3.23130  -0.05
C -4.67818 -3.60789 2.60200  -0.05
C -4.36375 -3.76835 1.25776  -0.06
C -3.79976 -2.71696 0.55305  -0.13
H -2.36675 0.98411 -4.40166  0.04
H -1.11308 1.11174 -3.17684  0.01
H -2.61275 2.05215 -3.01391  0.02
H -5.33761 -0.51793 -3.34467  0.05
H -5.34638 0.51922 -1.90500  0.03
H -5.33454 -1.24638 -1.72556  0.03
H -2.75392 -2.35372 -4.01441  0.04
H -2.41600 -2.94531 -2.38457  0.01
H -1.19801 -2.00229 -3.25714  0.01
H -2.60754 1.48880 2.78429  0.10
H -3.20146 3.76258 3.45845  0.12
H -4.12622 5.35719 1.80522  0.12
H -4.44765 4.64540 -0.54176  0.12
H -3.87229 2.36976 -1.23392  0.07
H -3.75126 -0.38621 3.02226  0.09
H -4.70075 -2.26130 4.27400  0.12
H -5.11739 -4.42672 3.15601  0.12
H -4.55861 -4.71054 0.76270  0.12
H -3.54546 -2.86552 -0.48941  0.08

=====

Which structure wins on stability? run 2 wins.

=====

Run 1
Molecular formula: C3H7IN3
Method: DFT, wB97M-V/def2-TZVPD

Computed properties:
Structure (SMILES)   C[N@H+]1N=CN[C@@H]1I
Net charge   +1
Orbital gap   9.80 eV
2S+1   1

Last column: Löwdin charge in e.
Element x y z (Å)
C -1.26945 -1.29936 -0.22884  0.09
N 0.06503 -0.45958 -0.49262  -0.17
N -0.38660 0.74601 -1.09399  0.08
C -0.09924 1.74705 -0.34575  -0.11
N 0.51634 1.35719 0.81224  0.04
C 0.88258 -0.10965 0.66973  -0.62
I 3.00256 -0.32526 0.14370  0.89
H -1.67486 -1.22284 0.69739  0.05
H -1.96227 -0.91461 -0.98772  0.11
H -0.98785 -2.39894 -0.31967  0.13
H 0.54756 -0.94673 -1.28550  0.16
H -0.39023 2.70722 -0.47358  0.12
H 1.16624 1.84526 1.41328  0.13
H 0.59018 -0.72576 1.49132  0.09

=====

Run 2
Molecular formula: C3H7IN3
Method: DFT, wB97M-V/def2-TZVPD

Computed properties:
Structure (SMILES)   C/C=N/N(I)C=[NH2+]
Net charge   +1
Orbital gap   9.19 eV
2S+1   1

Last column: Löwdin charge in e.
Element x y z (Å)
C -2.06394 -2.08518 -0.03790  -0.03
C -0.74827 -1.39960 -0.03471  -0.27
N -0.70854 -0.16339 0.00746  0.17
N 0.91145 0.52706 -0.09262  -0.50
I 2.55915 -0.64755 -0.00787  1.04
C 0.84274 1.81583 0.00111  -0.30
N 1.85169 2.64264 0.11358  0.17
H -2.15977 -2.68745 0.86357  0.10
H -2.09931 -2.75600 -0.89681  0.10
H -2.87711 -1.36699 -0.09170  0.09
H 0.13909 -2.03983 -0.07827  0.06
H -0.16567 2.22204 -0.03035  0.16
H 1.71647 3.64446 0.11638  0.14
H 2.80203 2.29395 0.16812  0.08

=====

Which structure wins on stability? run 2 wins.

=====

Run 1
Molecular formula: C50H48BrN6OS3SeSiTl
Method: DFT, wB97M-V/def2-TZVPD

Computed properties:
Orbital gap   6.19 eV
2S+1   1

Last column: Löwdin charge in e.
Element x y z (Å)
Tl -0.68966 -0.53006 0.60948  0.60
S -1.95573 1.75775 1.99749  0.43
C -0.69919 2.89642 2.44627  -0.70
C -0.90934 3.69545 3.58917  -0.14
C 0.01673 4.61402 4.03942  -0.10
C 1.23378 4.76056 3.38177  -0.10
C 1.48316 3.98450 2.26687  -0.13
C 0.52418 3.09309 1.77424  -0.57
S 0.94159 2.13897 0.31163  0.64
H -1.84145 3.55627 4.12123  0.09
H -0.19845 5.20344 4.92267  0.10
H 1.98114 5.45891 3.73609  0.10
H 2.44283 4.05246 1.77119  0.09
N -3.62165 1.24505 -3.14254  0.12
C -3.43284 2.61413 -3.40800  -0.26
C -3.77766 3.14340 -4.64049  -0.03
C -3.57701 4.49457 -4.90074  -0.09
C -3.02007 5.30878 -3.92984  -0.09
C -2.68019 4.76977 -2.69235  -0.11
C -2.89333 3.42790 -2.41763  -0.46
S -2.51521 2.79841 -0.78510  0.91
N -2.41531 1.13714 -1.11549  -0.27
C -2.96119 0.59124 -2.11916  -0.37
C -2.95489 -0.90856 -2.22793  -0.21
C -3.04415 -1.54884 -3.46014  -0.01
C -3.11611 -2.93242 -3.49985  -0.05
C -3.11153 -3.63719 -2.31063  -0.07
C -2.96814 -2.91760 -1.13353  -0.15
N -2.87416 -1.59351 -1.08767  0.07
H -4.02161 0.69198 -3.87890  0.12
H -4.21487 2.50094 -5.39754  0.11
H -3.85856 4.90143 -5.86298  0.10
H -2.84491 6.35757 -4.12886  0.10
H -2.26594 5.40202 -1.91506  0.10
H -3.02587 -0.98560 -4.38399  0.11
H -3.17317 -3.44987 -4.44878  0.11
H -3.18881 -4.71551 -2.29289  0.10
H -2.91218 -3.42671 -0.17516  0.11
C -1.61714 -5.75483 3.38456  -0.04
N -2.50612 -4.61821 3.24197  -0.14
C -3.88188 -4.70922 3.10884  -0.06
C -4.35364 -3.45237 3.04427  -0.05
N -3.26764 -2.60248 3.14430  -0.12
C -3.35519 -1.14724 3.10945  -0.08
C -2.11886 -3.31246 3.26516  -0.72
Se -0.39867 -2.65216 3.35180  0.61
H -1.89567 -6.33949 4.26049  0.09
H -0.60767 -5.37175 3.50869  0.03
H -1.66128 -6.38364 2.49539  0.09
H -4.39013 -5.65574 3.06825  0.12
H -5.35733 -3.08155 2.94020  0.12
H -4.14532 -0.81506 3.78006  0.10
H -3.56364 -0.79924 2.09777  0.07
H -2.40630 -0.72507 3.42679  0.01
C 6.34166 -2.10089 -3.55671  -0.04
C 5.41878 -2.20275 -2.37126  -0.27
C 4.85704 -3.41714 -2.00469  -0.02
C 4.01507 -3.52594 -0.90421  -0.21
C 3.43761 -4.88232 -0.56415  -0.04
C 3.72282 -2.37539 -0.15675  -0.11
C 2.77723 -2.50259 0.97800  -0.20
O 2.06824 -1.62747 1.40809  -0.07
C 4.30179 -1.14106 -0.49219  -0.19
C 4.07129 0.10148 0.32653  -0.03
C 5.13558 -1.08071 -1.59949  -0.01
H 6.23946 -2.96286 -4.21568  0.07
H 7.38238 -2.05261 -3.22960  0.09
H 6.14113 -1.19622 -4.13318  0.07
H 5.07968 -4.30494 -2.58798  0.12
H 3.68383 -5.59968 -1.34603  0.08
H 2.35214 -4.85800 -0.46527  0.07
H 3.84340 -5.26112 0.37624  0.09
H 2.72651 -3.50377 1.44463  0.13
H 4.18132 -0.09567 1.39324  0.09
H 3.05877 0.48958 0.19466  0.02
H 4.78253 0.87702 0.04003  0.07
H 5.58131 -0.12746 -1.86706  0.12
Br 0.27402 -5.66381 -3.00451  0.74
C 0.84746 -3.86269 -2.91265  -0.68
C 1.73709 -3.35658 -3.84103  -0.11
C 2.11611 -2.03066 -3.71689  -0.05
C 1.57437 -1.27099 -2.69091  -0.11
N 0.71132 -1.76696 -1.80664  0.05
C 0.36690 -3.04524 -1.90492  -0.21
H 2.12726 -3.98330 -4.63213  0.11
H 2.81897 -1.58777 -4.40964  0.11
H 1.83153 -0.22396 -2.57643  0.10
H -0.31246 -3.42939 -1.15066  0.09
C 1.75978 1.31134 -5.17432  -0.10
C 0.50548 1.67319 -4.70217  -0.08
C 0.38893 2.37586 -3.50990  -0.09
C 1.51910 2.72122 -2.76013  -0.29
C 2.77235 2.34335 -3.25100  -0.09
C 2.89368 1.65015 -4.44907  -0.10
Si 1.25122 3.66093 -1.16286  0.50
C 2.66876 4.78542 -0.72120  -0.32
C 3.98001 4.32961 -0.55602  -0.11
C 4.99182 5.18996 -0.15828  -0.08
C 4.70599 6.52636 0.09601  -0.09
C 3.40984 6.99635 -0.05350  -0.08
C 2.40180 6.13105 -0.46199  -0.11
H 1.85255 0.76999 -6.10796  0.10
H -0.38369 1.42368 -5.26913  0.10
H -0.59350 2.67558 -3.16479  0.08
H 3.67148 2.61450 -2.71245  0.09
H 3.87628 1.37783 -4.81649  0.10
H 0.04306 4.50100 -1.29982  0.00
H 4.21084 3.28050 -0.70484  0.08
H 6.00080 4.81806 -0.03122  0.10
H 5.49215 7.19657 0.42030  0.10
H 3.17989 8.03234 0.16082  0.10
H 1.39003 6.50613 -0.56770  0.10

=====

Run 2
Molecular formula: C50H48BrN6OS3SeSiTl
Method: DFT, wB97M-V/def2-TZVPD

Computed properties:
Orbital gap   6.57 eV
2S+1   1

Last column: Löwdin charge in e.
Element x y z (Å)
Tl -1.06744 0.75873 -0.41791  0.43
S -2.92520 2.03360 0.48005  0.59
C -2.19688 3.49328 1.15245  -0.67
C -3.05393 4.24448 1.96542  -0.15
C -2.63716 5.42301 2.55474  -0.11
C -1.33515 5.86323 2.34819  -0.11
C -0.47706 5.12007 1.56118  -0.14
C -0.87683 3.92538 0.94389  -0.70
S 0.29646 3.04269 -0.00496  0.58
H -4.06392 3.88592 2.12692  0.10
H -3.32173 5.99017 3.17295  0.10
H -0.98871 6.78336 2.80314  0.10
H 0.54066 5.45537 1.40062  0.09
N -2.11596 -4.36019 -0.59571  0.13
C -0.91296 -5.09156 -0.54976  -0.25
C -0.80900 -6.33463 -1.15478  -0.02
C 0.37877 -7.05014 -1.07054  -0.08
C 1.47260 -6.50970 -0.41347  -0.09
C 1.37821 -5.24669 0.15827  -0.11
C 0.18186 -4.54889 0.11253  -0.44
S -0.00900 -2.98018 0.88847  1.01
N -1.20544 -2.25616 -0.06482  -0.24
C -2.11531 -2.97475 -0.59112  -0.37
C -3.31513 -2.29210 -1.17795  -0.21
C -4.44046 -2.99438 -1.59868  0.00
C -5.56288 -2.28764 -2.00570  -0.05
C -5.53074 -0.90855 -1.98279  -0.04
C -4.35949 -0.28935 -1.56636  -0.15
N -3.28272 -0.95843 -1.17829  0.09
H -2.84699 -4.80311 -1.12066  0.11
H -1.66132 -6.74936 -1.68149  0.11
H 0.44627 -8.02779 -1.52903  0.10
H 2.40080 -7.06233 -0.35158  0.10
H 2.23387 -4.80017 0.65238  0.11
H -4.48857 -4.07290 -1.59399  0.10
H -6.45186 -2.81796 -2.32153  0.11
H -6.38590 -0.31412 -2.27288  0.11
H -4.27811 0.79173 -1.54562  0.07
C -1.76468 -3.62258 4.16101  -0.05
N -1.60653 -2.22462 4.50108  -0.13
C -0.76302 -1.70857 5.46752  -0.05
C -0.91264 -0.36828 5.44428  -0.06
N -1.83947 -0.07715 4.46587  -0.12
C -2.28569 1.24528 4.07457  -0.04
C -2.26119 -1.21805 3.87162  -0.76
Se -3.43893 -1.36373 2.48080  0.63
H -1.21862 -4.21862 4.88940  0.09
H -1.38539 -3.80955 3.15705  0.04
H -2.82132 -3.88299 4.18255  0.08
H -0.15175 -2.33946 6.08794  0.12
H -0.45303 0.40109 6.03915  0.12
H -1.71735 1.98728 4.63073  0.09
H -3.35045 1.35612 4.27724  0.10
H -2.12926 1.37638 3.00714  0.03
C 5.90761 2.84192 2.16196  -0.05
C 4.68482 1.97866 2.30086  -0.25
C 3.47073 2.51811 2.70117  0.00
C 2.32152 1.74525 2.80634  -0.19
C 1.06105 2.36830 3.33599  -0.04
C 2.40894 0.37921 2.49327  -0.10
C 1.23029 -0.50073 2.47382  -0.23
O 0.09216 -0.17404 2.20852  -0.04
C 3.64183 -0.20118 2.14813  -0.20
C 3.77518 -1.67809 1.87407  -0.04
C 4.75666 0.61337 2.04012  -0.01
H 5.69395 3.87627 2.42801  0.07
H 6.27653 2.82647 1.13446  0.08
H 6.71500 2.48345 2.80324  0.08
H 3.40998 3.57603 2.93212  0.12
H 1.19855 3.43889 3.48293  0.08
H 0.80092 1.91738 4.29881  0.08
H 0.22850 2.22264 2.65609  0.04
H 1.43260 -1.56094 2.70087  0.08
H 3.49302 -2.27273 2.74662  0.09
H 4.80822 -1.91877 1.62875  0.08
H 3.15134 -1.99510 1.03509  0.06
H 5.70568 0.17400 1.74917  0.12
Br -1.54550 5.63752 -4.26248  0.76
C -2.03768 3.81621 -4.23581  -0.66
C -2.56366 3.21270 -5.36405  -0.11
C -2.88533 1.86683 -5.29331  -0.06
C -2.65330 1.19182 -4.10596  -0.16
N -2.15875 1.78327 -3.02257  0.04
C -1.85948 3.07773 -3.07565  -0.18
H -2.71066 3.78150 -6.27233  0.11
H -3.29484 1.34733 -6.14933  0.11
H -2.86411 0.13074 -4.01850  0.11
H -1.44069 3.52300 -2.17776  0.07
C 4.41672 -2.47045 -1.68225  -0.09
C 3.21864 -3.15095 -1.84991  -0.09
C 2.02623 -2.44492 -1.93446  -0.13
C 2.00678 -1.05104 -1.85834  -0.31
C 3.22113 -0.38523 -1.67139  -0.09
C 4.41525 -1.08593 -1.58331  -0.09
Si 0.44107 -0.09919 -2.26288  0.60
C 0.88259 1.31198 -3.42287  -0.33
C 1.57049 2.46953 -3.05444  -0.13
C 1.87061 3.45063 -3.98811  -0.08
C 1.49526 3.29248 -5.31463  -0.09
C 0.82742 2.14054 -5.70515  -0.09
C 0.52933 1.16166 -4.76742  -0.13
H 5.34983 -3.01824 -1.62920  0.10
H 3.21034 -4.23095 -1.93384  0.10
H 1.10121 -2.98795 -2.09714  0.09
H 3.24363 0.69741 -1.61577  0.10
H 5.34583 -0.54817 -1.44769  0.10
H -0.42197 -1.01855 -3.05386  0.00
H 1.84615 2.63796 -2.02054  0.03
H 2.38746 4.34870 -3.67325  0.11
H 1.71990 4.06522 -6.03926  0.10
H 0.53244 2.00506 -6.73862  0.10
H -0.00177 0.27089 -5.08784  0.09

=====

Which structure wins on stability? run 1 wins.